98
Properties=species:S:1:pos:R:3:forces:R:3:mulliken_charge:R:1 method="wB97M-V/def2-TZVPD" s_squared=1.052 homo_ev="-9.52 / -9.73" lumo_energy_ev="-3.060 / -4.970" multiplicity=2 total_charge=+1
Ru 0.2658 0.2884 0.0706 0.1 0.0 -0.5 1.098
C 3.4649 -5.1887 0.4199 0.0 0.1 -0.1 -1.072
C 3.9862 -3.9530 -0.3256 -0.2 -0.1 0.1 -1.290
C 3.3765 -2.6830 0.1728 0.1 0.0 -0.1 0.794
C 3.8715 -1.8301 1.0836 0.2 0.0 0.2 0.712
C 5.1690 -1.9263 1.8218 0.0 0.3 -0.2 -1.229
C 6.2373 -1.0104 1.2005 -0.1 -0.1 0.1 -1.119
C 2.9011 -0.7288 1.2060 0.2 0.2 0.1 0.006
N 1.8446 -0.9438 0.3994 0.2 -0.3 -0.2 -0.021
C 2.0876 -2.1301 -0.2418 -0.4 0.1 -0.1 -0.461
C 1.2170 -2.7360 -1.1253 0.0 -0.1 -0.1 -0.672
C -0.0568 -2.2972 -1.4738 0.1 -0.2 0.0 0.196
C -0.9584 -3.0068 -2.3990 0.2 -0.1 0.0 0.860
C -0.6425 -4.3128 -3.0551 0.0 -0.1 0.3 -1.077
C -0.8450 -5.4996 -2.0991 0.0 0.1 -0.1 -1.140
C -2.0643 -2.2514 -2.5098 -0.2 0.1 0.0 0.710
C -1.8490 -1.0762 -1.6507 -0.1 0.1 0.0 0.188
C -2.7502 -0.0345 -1.5000 -0.1 0.1 -0.1 -0.929
C -2.5955 1.0799 -0.6877 0.1 -0.4 -0.1 -0.263
N -1.4725 1.3629 0.0384 -0.2 -0.1 -0.3 -0.231
C -1.7697 2.4596 0.7712 0.2 0.3 0.2 0.089
C -0.9250 3.0508 1.6972 -0.1 0.1 0.0 -0.569
C 0.3262 2.5926 2.0840 -0.1 0.1 -0.1 0.001
N 0.9700 1.5281 1.5387 0.0 0.1 -0.2 -0.303
C 2.1366 1.3876 2.2317 0.1 -0.1 0.1 0.055
C 3.0478 0.3693 2.0486 0.2 0.0 0.1 -0.754
C 2.2442 2.4292 3.2619 0.2 0.1 -0.1 0.756
C 1.1238 3.1679 3.1766 -0.1 0.1 0.0 0.495
C 0.6682 4.2731 4.0756 -0.2 -0.2 0.0 -1.146
C -0.2324 3.7388 5.2000 0.1 0.1 -0.1 -0.949
C 3.3866 2.5804 4.2145 -0.1 -0.3 0.1 -1.234
C 3.3217 1.5880 5.3849 0.0 0.1 -0.1 -1.002
C -3.1377 2.9196 0.4776 0.0 0.1 0.0 0.765
C -3.6391 2.0738 -0.4399 0.0 0.2 -0.1 0.874
C -4.9787 2.1170 -1.1041 -0.1 -0.2 0.2 -1.215
C -6.0366 1.2777 -0.3743 0.0 0.1 -0.1 -0.959
C -3.8154 4.0814 1.1237 0.0 -0.1 0.2 -1.267
C -4.4277 3.7259 2.4860 0.0 0.1 0.0 -0.884
N -0.6384 -1.1582 -1.0343 0.0 0.1 -0.4 -0.076
C -3.3135 -2.5288 -3.2842 -0.1 0.0 0.3 -1.257
C -4.3898 -3.1777 -2.3992 0.0 0.1 -0.1 -1.182
H 3.9084 -6.0957 0.0092 0.0 0.0 0.0 0.393
H 3.7122 -5.1287 1.4805 0.0 0.0 0.0 0.329
H 2.3788 -5.2656 0.3346 0.0 0.0 0.0 0.223
H 5.0695 -3.8977 -0.2184 0.0 0.0 0.0 0.424
H 3.7810 -4.0608 -1.3934 0.1 0.0 0.0 0.457
H 5.0143 -1.6588 2.8699 0.0 -0.1 0.0 0.427
H 5.5203 -2.9579 1.7999 0.0 0.0 0.1 0.437
H 5.9107 0.0312 1.2173 0.0 0.0 0.0 0.284
H 7.1790 -1.0844 1.7455 0.0 0.0 0.0 0.395
H 6.4113 -1.2906 0.1608 0.0 0.0 0.0 0.325
H 1.5615 -3.6618 -1.5702 -0.1 0.0 0.0 0.428
H -1.2770 -4.4454 -3.9322 0.0 0.0 0.0 0.449
H 0.3950 -4.3063 -3.4009 0.0 0.0 -0.1 0.343
H -1.8865 -5.5587 -1.7800 0.0 0.0 0.0 0.262
H -0.5795 -6.4374 -2.5886 0.0 0.0 0.0 0.423
H -0.2259 -5.3911 -1.2064 0.0 0.0 0.0 0.201
H -3.6883 -0.1106 -2.0360 0.0 0.0 0.0 0.373
H -1.3066 3.9314 2.1987 0.0 -0.1 0.1 0.324
H 3.9470 0.4015 2.6512 0.0 0.0 0.0 0.486
H 1.5335 4.7706 4.5122 0.0 0.1 0.0 0.419
H 0.1141 5.0160 3.4985 0.1 0.1 0.0 0.398
H 0.3082 3.0157 5.8111 0.0 0.0 0.0 0.204
H -0.5655 4.5524 5.8456 0.0 0.0 0.0 0.389
H -1.1127 3.2423 4.7878 0.0 0.0 0.0 0.229
H 4.3264 2.4394 3.6743 0.0 0.1 0.0 0.417
H 3.3860 3.5958 4.6109 0.1 0.0 -0.1 0.329
H 3.2804 0.5571 5.0286 0.0 0.0 0.0 0.257
H 4.1993 1.6972 6.0227 0.0 0.0 0.0 0.378
H 2.4344 1.7683 5.9936 0.0 0.0 0.0 0.264
H -5.3177 3.1521 -1.1540 0.0 0.0 -0.1 0.401
H -4.8887 1.7611 -2.1327 0.0 0.1 0.0 0.416
H -6.2127 1.6662 0.6295 0.0 0.0 0.0 0.238
H -6.9818 1.3048 -0.9176 0.0 0.0 0.0 0.379
H -5.7174 0.2378 -0.2818 0.0 0.0 0.0 0.223
H -3.1035 4.8993 1.2586 0.0 0.0 -0.1 0.421
H -4.6054 4.4472 0.4662 0.0 0.0 0.0 0.339
H -3.6690 3.3503 3.1762 0.0 0.0 0.0 0.172
H -4.8837 4.6118 2.9302 0.0 -0.1 0.0 0.383
H -5.1995 2.9626 2.3824 0.0 0.0 0.0 0.221
H -3.7051 -1.5984 -3.7017 0.0 0.0 -0.1 0.449
H -3.0863 -3.1929 -4.1184 0.0 0.0 -0.1 0.463
H -4.6118 -2.5492 -1.5342 0.0 0.0 0.0 0.244
H -5.3146 -3.3238 -2.9595 0.0 0.0 0.0 0.410
H -4.0487 -4.1471 -2.0339 0.0 0.0 0.0 0.259
C 0.5677 -0.8451 -4.6204 -0.1 -0.1 0.0 -0.948
N 0.4432 0.6025 -4.5339 0.0 -0.1 -0.2 0.305
C -0.0378 1.4206 -5.5448 0.0 -0.2 0.0 -0.216
C 0.1153 2.6945 -5.1374 0.1 0.1 0.1 -0.599
N 0.6831 2.6296 -3.8822 -0.1 0.1 -0.1 0.028
C 0.8775 1.3507 -3.5044 -0.3 0.2 0.1 0.003
S 1.6370 0.8486 -2.0663 0.0 -0.2 1.1 -0.157
H 0.6282 -1.1287 -5.6682 0.0 0.0 0.0 0.398
H -0.2856 -1.3387 -4.1587 0.0 0.1 0.0 0.200
H 1.4728 -1.1556 -4.1041 0.0 0.1 0.0 0.330
H -0.4618 1.0242 -6.4507 0.1 0.0 0.0 0.421
H -0.1094 3.6230 -5.6318 0.0 0.0 0.1 0.429
H 0.9786 3.4061 -3.3148 0.0 0.0 0.1 0.223


54
Properties=species:S:1:pos:R:3:forces:R:3:nbo_charge:R:1 method="wB97M-V/def2-TZVPD" homo_ev=-3.60 lumo_energy_ev=2.167 total_charge=-1
C 5.8703 -1.3698 1.2182 0.3 0.5 0.0 -0.606
C 6.8734 -0.2457 0.9345 -0.1 -1.3 0.0 -0.521
C 7.2976 -0.0791 -0.5038 -3.4 -1.6 1.6 0.828
O 8.2851 0.4451 -0.7772 4.4 2.4 -1.4 -0.563
O 6.4533 -0.5621 -1.4387 -1.2 -0.1 -0.1 -0.575
C 5.9463 0.4603 -2.3303 0.3 0.6 -0.6 -0.083
C 5.1110 1.5551 -1.6801 -0.3 -0.8 -0.7 -0.452
C 3.6117 1.2917 -1.5934 0.7 1.5 2.8 0.073
O 3.1788 2.2735 -0.6342 0.0 -0.4 -0.3 -0.754
B 1.8179 1.7980 -0.2190 -0.3 0.9 0.7 0.428
O 1.7110 0.4017 -0.7256 0.4 0.2 -0.2 -0.753
C 3.1065 0.0267 -0.9000 -2.5 -0.5 -1.6 -0.315
B 2.9943 -1.3251 -1.7305 0.0 0.2 0.1 1.159
O 4.0031 -1.8379 -2.5553 0.0 -0.7 0.7 -0.948
O 1.8482 -2.0904 -1.6364 0.3 -0.1 0.5 -0.890
H 6.4275 -2.2677 1.4431 0.0 -0.4 0.3 0.195
H 5.2388 -1.0786 2.0453 -0.2 -0.2 0.3 0.219
H 5.2373 -1.5936 0.3780 -0.3 0.1 -0.3 0.215
H 7.7795 -0.4879 1.4724 0.4 0.2 0.2 0.218
H 6.5533 0.7050 1.3299 -0.3 0.5 -0.2 0.245
H 5.3617 -0.0607 -3.0668 -0.2 -0.3 -0.1 0.213
H 6.7712 0.9131 -2.8699 0.5 0.0 0.1 0.177
H 5.2295 2.4357 -2.2986 0.1 0.4 -0.1 0.214
H 5.4369 1.8368 -0.6876 0.2 -0.1 0.3 0.223
H 3.0369 1.5805 -2.4704 0.2 -0.9 -0.8 0.183
H 1.7300 1.8256 1.0157 0.1 -0.1 0.3 -0.163
H 0.9726 2.5863 -0.6387 -0.3 -0.3 -0.4 -0.143
H 3.4279 -0.1088 0.1307 1.2 0.1 0.1 0.206
H 4.7814 -2.0090 -2.0049 0.3 0.5 -0.4 0.499
H 2.1680 -2.9935 -1.5160 -0.3 -0.1 -0.6 0.477
C -1.0599 -0.4841 -0.0478 0.3 0.0 -0.1 -0.260
O -2.3723 -0.5510 0.5599 -0.2 0.0 0.0 -0.512
C -2.8065 0.5761 1.1061 0.2 -0.2 -0.2 0.974
O -2.2370 1.6310 1.1458 -0.2 0.0 0.1 -0.617
O -4.0308 0.3341 1.6248 -0.1 -0.1 0.0 -0.523
C -4.6296 1.4637 2.2498 -0.1 0.1 0.1 -0.252
H -0.8512 -1.4717 -0.4477 -0.1 0.0 0.1 0.193
H -1.0469 0.2352 -0.8616 0.0 0.1 0.1 0.209
H -0.2981 -0.2333 0.6839 0.0 0.2 0.0 0.224
H -4.7752 2.2703 1.5329 0.1 0.0 0.0 0.192
H -4.0247 1.8074 3.0880 0.1 0.1 -0.1 0.189
H -5.6004 1.1411 2.6213 0.0 -0.1 -0.1 0.180
C -6.7209 -1.8983 0.4734 0.3 0.0 -0.1 -0.262
O -8.0437 -1.8458 1.0252 -0.1 0.0 0.0 -0.496
C -8.7119 -0.7283 0.7536 0.1 -0.1 0.0 0.977
O -8.3103 0.2037 0.1067 -0.1 -0.1 0.1 -0.639
O -9.9190 -0.8163 1.3278 0.0 0.0 0.0 -0.500
C -10.7492 0.3240 1.1174 -0.2 0.1 0.0 -0.255
H -6.2901 -2.8513 0.7660 -0.2 0.0 0.1 0.195
H -6.7556 -1.8473 -0.6132 0.0 0.1 0.0 0.190
H -6.1024 -1.0974 0.8716 0.0 0.1 -0.1 0.213
H -10.9443 0.4681 0.0559 0.1 0.1 0.0 0.191
H -10.2924 1.2169 1.5410 0.1 0.0 -0.1 0.192
H -11.6883 0.1282 1.6284 0.1 -0.1 0.0 0.190


18
Properties=species:S:1:pos:R:3:forces:R:3:nbo_charge:R:1 method="wB97M-V/def2-TZVPD" homo_ev=-9.12 lumo_energy_ev=0.927 relative_energy_ev=2.2840
C -2.9292 0.9677 -0.2991 0.8 -0.4 -0.2 -0.421
C -2.1577 0.0240 -0.8462 1.7 0.4 -0.1 -0.162
C -0.5054 -0.0312 -0.7458 -3.8 -0.1 -1.0 -0.256
N -0.0970 0.4849 0.5060 3.5 -0.6 1.2 -0.640
C 1.4702 0.1968 0.7005 -2.3 0.9 0.4 0.250
C 1.8017 -1.2607 0.9713 -0.2 -0.1 -0.1 -0.660
O 2.2046 0.7311 -0.3679 0.3 -0.4 -0.3 -0.716
H -2.4967 1.7247 0.3529 -0.2 -0.1 -0.1 0.190
H -3.9941 1.0206 -0.5148 0.2 -0.1 0.2 0.203
H -2.6287 -0.7218 -1.4849 0.2 0.0 0.0 0.188
H -0.2310 -1.0779 -0.9000 0.1 0.1 0.2 0.189
H -0.1492 0.5596 -1.5978 0.1 -0.2 -0.1 0.184
H -0.1611 1.5013 0.4722 0.1 -0.2 0.1 0.355
H 1.7209 0.7859 1.5857 0.0 0.0 -0.1 0.169
H 1.2275 -1.6410 1.8211 0.0 0.1 -0.2 0.236
H 2.8675 -1.3715 1.2060 -0.2 0.2 0.0 0.223
H 1.6077 -1.8949 0.0996 -0.1 0.1 0.1 0.201
H 2.4502 0.0024 -0.9587 -0.1 0.4 0.1 0.467


52
Properties=species:S:1:pos:R:3:forces:R:3:nbo_charge:R:1 method="wB97M-V/def2-TZVPD" homo_ev=-14.60 lumo_energy_ev=-8.807 relative_energy_ev=0.1562 total_charge=+2
Ti 0.3720 0.6511 0.6549 0.1 -0.8 0.4 1.528
N 4.9576 -0.2739 -0.6513 0.1 0.0 -0.1 -0.765
C 3.8265 0.2821 -0.1930 -0.1 0.1 0.1 0.298
S 3.1175 1.4294 -1.4384 0.2 0.0 0.0 0.697
N 3.3946 0.0685 0.9821 0.1 -0.1 0.0 -0.313
N 2.2714 0.6506 1.5401 -0.4 0.1 0.0 -0.356
C 2.3855 0.9152 2.8154 0.2 -0.1 -0.1 0.232
C 1.3855 1.5013 3.6383 -0.2 0.1 0.0 -0.232
C 1.6272 1.6112 5.0229 0.1 0.0 0.0 -0.098
C 0.7090 2.2116 5.8464 -0.1 0.0 0.0 -0.215
C -0.4652 2.7429 5.3039 0.1 0.0 0.0 -0.090
C -0.7236 2.6748 3.9469 0.0 0.0 -0.1 -0.276
C 0.1901 2.0477 3.1164 0.1 0.1 0.3 0.415
O -0.0290 1.9907 1.7885 0.0 -0.3 -0.5 -0.645
H 5.2820 -0.1568 -1.5962 0.0 0.0 0.0 0.426
H 5.5401 -0.7889 -0.0073 0.0 0.0 0.0 0.445
H 3.3423 0.6762 3.2734 0.0 0.0 0.0 0.241
H 2.5445 1.2061 5.4312 0.0 0.0 0.0 0.236
H 0.8943 2.2817 6.9085 0.0 0.0 0.0 0.252
H -1.1833 3.2233 5.9550 0.0 0.0 0.0 0.247
H -1.6204 3.1025 3.5206 0.0 0.0 0.0 0.247
O -1.1063 -2.5646 2.5316 0.0 0.0 0.0 -0.455
C -0.7725 -2.0290 1.5325 -0.1 -0.3 0.1 0.800
O -0.0843 -0.8369 1.5598 0.2 0.7 -0.1 -0.712
C -1.0332 -2.5201 0.1217 0.1 0.0 0.0 -0.841
P -0.4433 -1.3024 -1.1119 -0.1 0.3 0.2 0.935
C -1.6932 0.0207 -1.1321 0.0 0.0 0.0 -0.364
C -1.7923 0.8084 -2.2899 0.0 0.0 0.0 -0.231
C -2.5833 1.9427 -2.2992 0.0 0.0 0.0 -0.108
C -3.2683 2.3336 -1.1521 0.0 0.0 0.0 -0.189
C -3.1770 1.5713 -0.0008 0.0 0.0 0.0 -0.156
C -2.3957 0.4170 0.0181 0.1 0.0 0.0 -0.287
C -0.4583 -2.0664 -2.7372 0.0 0.0 0.1 -0.307
C -1.6745 -2.4153 -3.3291 0.0 0.0 0.0 -0.211
C -1.6759 -3.0458 -4.5606 0.0 0.0 0.0 -0.186
C -0.4734 -3.3260 -5.2009 0.0 0.0 0.0 -0.154
C 0.7341 -2.9792 -4.6135 0.0 0.0 0.0 -0.187
C 0.7455 -2.3476 -3.3787 0.0 0.0 0.0 -0.216
H -2.0946 -2.7520 0.0150 0.0 0.0 0.0 0.293
H -0.4925 -3.4597 -0.0157 0.0 0.0 0.0 0.303
H -1.2675 0.5110 -3.1897 0.0 0.0 0.0 0.238
H -2.6707 2.5267 -3.2055 0.0 0.0 0.0 0.236
H -3.8848 3.2219 -1.1683 0.0 0.0 0.0 0.247
H -3.7327 1.8504 0.8844 0.0 0.0 0.0 0.242
H -2.4083 -0.1936 0.9132 0.0 0.0 0.0 0.239
H -2.6118 -2.1910 -2.8338 0.0 0.0 0.0 0.228
H -2.6139 -3.3213 -5.0227 0.0 0.0 0.0 0.243
H -0.4814 -3.8194 -6.1632 0.0 0.0 0.0 0.243
H 1.6655 -3.2028 -5.1152 0.0 0.0 0.0 0.236
H 1.6871 -2.0859 -2.9103 0.0 0.0 0.0 0.211
O 0.6290 1.9323 -1.1587 0.1 0.1 -0.2 -0.231
N 1.6098 1.2757 -0.8453 -0.3 0.1 0.1 -0.131


24
Properties=species:S:1:pos:R:3:forces:R:3:nbo_charge:R:1 method="wB97M-V/def2-TZVPD" homo_ev=-8.50 lumo_energy_ev=0.541 relative_energy_ev=0.0000
O 0.9573 -1.2572 0.2487 0.0 -0.1 0.0 -0.644
C 0.7328 -0.1504 0.6911 0.0 0.4 0.2 0.790
N 1.2591 0.2719 1.9001 0.0 -0.3 -0.2 -0.642
C 2.2449 -0.5774 2.5575 -0.3 -0.3 -0.7 -0.237
C 1.5590 -1.6999 3.3068 -0.2 -0.5 -0.3 -0.365
Cl 2.7661 -2.7020 4.1705 0.0 0.0 -0.1 -0.079
N -0.0575 0.8070 0.0837 0.3 -0.8 -0.3 -0.637
C -0.7802 0.6879 -1.1125 -0.3 -0.1 -0.5 0.246
C -1.6801 1.7195 -1.4324 0.2 0.1 0.5 -0.282
C -2.4164 1.6720 -2.5983 0.1 -0.1 -0.3 -0.193
C -2.2704 0.6059 -3.4859 -0.1 0.1 0.0 -0.242
C -1.3813 -0.4096 -3.1701 0.1 -0.1 0.1 -0.184
C -0.6324 -0.3931 -1.9912 -0.6 0.9 -0.1 -0.279
H 1.3143 1.2589 2.0778 0.0 0.0 0.0 0.391
H 2.9341 -1.0099 1.8152 -0.2 0.2 0.3 0.218
H 2.7826 0.0421 3.2392 0.5 0.4 0.5 0.206
H 1.0304 -2.3528 2.5950 0.2 0.3 0.4 0.236
H 0.8743 -1.3361 4.0646 -0.1 0.1 0.0 0.210
H -0.2724 1.6087 0.6168 -0.2 0.8 0.5 0.387
H -1.8051 2.5711 -0.7440 0.1 -0.4 -0.3 0.203
H -3.0862 2.4881 -2.8308 -0.1 0.0 0.0 0.214
H -2.8553 0.5624 -4.4074 0.2 0.1 0.3 0.216
H -1.2675 -1.2410 -3.8595 0.0 0.0 0.1 0.214
H 0.0498 -1.1662 -1.7348 0.3 -0.5 0.0 0.255


77
Properties=species:S:1:pos:R:3:forces:R:3:mulliken_charge:R:1 method="wB97M-V/def2-TZVPD" homo_ev=-0.22 lumo_energy_ev=4.563 relative_energy_ev=0.0000 total_charge=-2
Pd 0.0696 -1.1696 1.3708 0.0 0.0 -0.1 -0.031
C 0.5317 4.4430 -1.5451 0.0 0.0 0.0 -1.306
C -0.5579 3.7394 -2.3587 0.0 0.0 0.0 1.809
C -0.8285 4.5051 -3.6512 0.0 0.0 0.0 -1.896
C -1.7948 3.5049 -1.5161 0.0 0.0 0.0 0.416
C -2.8803 4.3724 -1.5392 0.0 0.0 0.0 -0.271
C -3.9940 4.1379 -0.7473 0.0 0.0 0.0 -1.253
C -4.0305 3.0099 0.0613 0.0 0.0 0.0 -0.447
C -2.9709 2.1105 0.1107 0.0 0.0 0.0 -0.180
C -3.0419 0.8270 0.9133 0.0 0.0 0.0 2.612
C -3.2089 -0.3783 -0.0164 0.0 0.0 0.0 -1.049
C -4.1145 0.8145 1.9947 0.0 0.0 0.0 -2.031
C -1.8229 2.3785 -0.6697 0.0 0.0 0.0 -0.506
N -0.7524 1.4904 -0.7047 0.0 0.0 0.0 0.304
C 0.0360 1.3897 0.3107 0.0 0.0 0.0 -0.508
C 1.0854 0.4174 0.4809 0.0 0.0 0.0 0.395
N 1.1533 -0.6589 -0.3758 0.0 0.0 0.0 -0.319
C 2.3774 -1.2403 -0.7323 0.0 0.0 0.0 -1.025
C 3.4186 -1.6322 0.1387 0.0 0.0 0.0 1.410
C 4.5874 -2.1728 -0.3964 0.0 0.0 0.0 -0.246
C 4.7554 -2.3644 -1.7550 0.0 0.0 0.0 -1.436
C 3.7183 -2.0198 -2.6119 0.0 0.0 0.0 -0.341
C 2.5431 -1.4690 -2.1246 0.0 0.0 0.0 0.561
C 1.4226 -1.0563 -3.0589 0.0 0.0 0.0 1.252
C 1.4841 0.4507 -3.3204 0.0 0.0 0.0 -0.992
C 1.4006 -1.8260 -4.3769 0.0 0.0 0.0 -2.040
C 3.3147 -1.5433 1.6511 0.0 0.0 0.0 1.275
C 3.3710 -2.9303 2.2919 0.0 0.0 0.0 -1.567
C 4.3743 -0.6118 2.2413 0.0 0.0 0.0 -1.740
H 1.4454 4.5626 -2.1351 0.0 0.0 0.0 0.328
H 0.7763 3.8681 -0.6523 0.0 0.0 0.0 0.313
H 0.1909 5.4350 -1.2321 0.0 0.0 0.0 0.336
H -0.1786 2.7478 -2.6175 0.0 0.0 0.0 -0.520
H -1.1047 5.5457 -3.4571 0.0 0.0 0.0 0.351
H -1.6349 4.0440 -4.2248 0.0 0.0 0.0 0.418
H 0.0707 4.5174 -4.2724 0.0 0.0 0.0 0.438
H -2.8591 5.2446 -2.1834 0.0 0.0 0.0 0.194
H -4.8344 4.8233 -0.7684 0.0 0.0 0.0 0.336
H -4.9093 2.8204 0.6658 0.0 0.0 0.0 0.312
H -2.0892 0.6827 1.4267 0.0 0.0 0.0 -0.621
H -4.1834 -0.3389 -0.5184 0.0 0.0 0.0 0.340
H -3.1303 -1.3049 0.5565 0.0 0.0 0.0 0.192
H -2.4205 -0.3981 -0.7696 0.0 0.0 0.0 0.146
H -5.1256 0.7935 1.5723 0.0 0.0 0.0 0.377
H -4.0330 1.6823 2.6546 0.0 0.0 0.0 0.428
H -3.9762 -0.0797 2.6045 0.0 0.0 0.0 0.320
H -0.0671 2.0871 1.1562 0.0 0.0 0.0 0.146
H 1.9491 0.7623 1.0540 0.0 0.0 0.0 -0.338
H 5.3819 -2.4672 0.2827 0.0 0.0 0.0 0.269
H 5.6733 -2.7928 -2.1431 0.0 0.0 0.0 0.343
H 3.8333 -2.1857 -3.6772 0.0 0.0 0.0 0.198
H 0.4926 -1.2426 -2.5185 0.0 0.0 0.0 0.090
H 2.4312 0.7168 -3.8035 0.0 0.0 0.0 0.243
H 1.3914 0.9919 -2.3793 0.0 0.0 0.0 0.095
H 0.6622 0.7658 -3.9712 0.0 0.0 0.0 0.320
H 2.2520 -1.5706 -5.0162 0.0 0.0 0.0 0.300
H 0.4926 -1.5779 -4.9324 0.0 0.0 0.0 0.478
H 1.4146 -2.9054 -4.2106 0.0 0.0 0.0 0.451
H 2.3336 -1.1439 1.9065 0.0 0.0 0.0 -0.158
H 4.3174 -3.4391 2.0802 0.0 0.0 0.0 0.312
H 2.5447 -3.5425 1.9260 0.0 0.0 0.0 0.302
H 3.2600 -2.8451 3.3764 0.0 0.0 0.0 0.416
H 5.3862 -0.9912 2.0640 0.0 0.0 0.0 0.369
H 4.2344 -0.5153 3.3212 0.0 0.0 0.0 0.408
H 4.3112 0.3848 1.7982 0.0 0.0 0.0 0.372
C -2.3779 -2.3969 5.1412 0.0 0.0 0.0 -1.836
C -1.6337 -2.3555 3.8208 0.0 0.0 0.0 0.613
S -0.8903 -0.7972 3.4509 0.0 0.0 0.0 -0.510
C -1.5370 -3.4226 3.0095 0.0 0.0 0.0 0.519
C -2.1614 -4.7533 3.3477 0.0 0.0 0.0 -1.405
S -0.6759 -3.4019 1.4716 0.0 0.0 0.0 -0.491
H -2.3370 -1.4157 5.6145 0.0 0.0 0.0 0.351
H -1.9422 -3.1207 5.8399 0.0 0.0 0.0 0.419
H -3.4341 -2.6598 5.0137 0.0 0.0 0.0 0.336
H -2.6773 -4.7450 4.3105 0.0 0.0 0.0 0.375
H -1.3969 -5.5370 3.3754 0.0 0.0 0.0 0.241
H -2.8811 -5.0477 2.5766 0.0 0.0 0.0 0.240


| no. | energy (Eh) |
| --- | --- |
| 1 | -2375.7391 |
| 2 | -1464.2956 |
| 3 | -327.0474 |
| 4 | -2958.1972 |
| 5 | -994.5342 |
| 6 | -2202.1851 |